(1)
{
  "formula": "C33H46NP3Re",
  "method": "the ωB97M-V functional and the def2-TZVPD basis",
  "symbols": ["P", "P", "C", "C", "H", "H", "H", "H", "C", "H", "H", "H", "C", "H", "H", "H", "C", "H", "H", "H", "C", "H", "H", "H", "Re", "C", "C", "C", "C", "C", "C", "C", "C", "C", "H", "H", "H", "H", "H", "H", "H", "H", "H", "H", "H", "H", "H", "H", "H", "N", "P", "C", "C", "C", "C", "C", "C", "C", "C", "C", "C", "C", "C", "C", "C", "C", "C", "C", "C", "H", "H", "H", "H", "H", "H", "H", "H", "H", "H", "H", "H", "H", "H", "H"],
  "xyz": [[1.6247, -1.2662, -1.9139], [0.4732, 1.9162, -1.9366], [2.4951, 0.0339, -2.9981], [2.2088, 1.5080, -2.7066], [2.3199, -0.2452, -4.0539], [3.5815, -0.1489, -2.8419], [2.9469, 1.9059, -1.9830], [2.3121, 2.1333, -3.6033], [-1.1190, 2.8602, -2.0444], [-1.3503, 3.2847, -1.0679], [-1.9830, 2.2324, -2.3225], [-0.9596, 3.6602, -2.7768], [1.2698, 3.0999, -0.8174], [0.5209, 3.6543, -0.2577], [1.8657, 3.8194, -1.3910], [1.9347, 2.6095, -0.1096], [0.7751, -2.8521, -2.4202], [1.1288, -3.6074, -1.7206], [0.9239, -3.1790, -3.4581], [-0.3214, -2.8173, -2.2805], [3.0623, -2.1820, -1.2104], [3.8502, -1.5247, -0.8056], [3.5209, -2.8308, -1.9760], [2.6806, -2.8366, -0.4176], [-0.5417, -0.2560, -1.6818], [-0.1241, 1.3358, -4.9341], [-1.3677, 1.5489, -4.4842], [-2.6118, 0.7948, -4.8678], [-2.3423, -0.6990, -4.9778], [-1.1472, -1.1438, -4.0810], [0.0367, -1.2749, -4.7480], [0.2456, -0.8138, -6.1607], [0.1708, 0.7019, -6.2975], [-0.6519, -1.8788, -0.1502], [0.7344, 1.9176, -4.5439], [-1.5962, 2.6022, -4.2456], [-3.0994, 1.1533, -5.8021], [-3.3683, 0.9866, -4.0857], [-3.2500, -1.2304, -4.6457], [-2.2805, -0.9373, -6.0614], [-1.5344, -1.7058, -3.1970], [0.9755, -1.6750, -4.3922], [-0.4021, -1.3152, -6.8978], [1.2530, -1.1129, -6.4775], [1.1082, 1.1342, -6.6889], [-0.5841, 0.9595, -7.0566], [-0.1205, -1.6905, 0.7931], [-0.5437, -2.9422, -0.3789], [-1.7056, -1.6994, 0.0803], [-0.6125, 0.5674, -0.0498], [-0.6519, 0.9926, 1.6225], [0.8431, 1.9403, 2.0581], [2.0869, 1.2762, 1.8941], [3.2609, 1.8619, 2.3744], [3.2244, 3.1080, 3.0018], [2.0112, 3.7955, 3.1096], [0.8231, 3.2137, 2.6605], [-2.0335, 2.0448, 2.2275], [-2.6170, 1.9387, 3.5208], [-3.5181, 2.9099, 3.9790], [-3.9121, 3.9641, 3.1532], [-3.4056, 4.0269, 1.8488], [-2.4892, 3.0840, 1.3988], [-0.5744, -0.2014, 3.0284], [-1.3896, -1.3525, 3.0347], [-1.3323, -2.2757, 4.0721], [-0.5354, -2.0413, 5.1937], [0.2078, -0.8675, 5.2658], [0.1856, 0.0460, 4.2041], [2.1345, 0.3094, 1.4113], [4.2102, 1.3472, 2.2181], [4.1504, 3.5650, 3.3529], [1.9686, 4.8003, 3.5500], [-0.1269, 3.7574, 2.7943], [-2.3459, 1.1219, 4.1894], [-3.9139, 2.8427, 4.9978], [-4.6123, 4.7242, 3.5077], [-3.7050, 4.8252, 1.1674], [-2.0961, 3.1670, 0.3914], [-2.0604, -1.5526, 2.1886], [-1.9173, -3.1998, 4.0078], [-0.4718, -2.7619, 6.0135], [0.8352, -0.6643, 6.1378], [0.7766, 0.9602, 4.3038]],
  "gap_ev": [6.20, 7.37],
  "multiplicity": 4,
  "e_homo_ha": [-0.4636, -0.5052],
  "total_charge": 2,
  "relative_energy_ev": 5.039
}

=====

(2)
{
  "formula": "C33H47MnN3S2",
  "method": "the ωB97M-V functional and the def2-TZVPD basis",
  "symbols": ["Mn", "C", "C", "C", "C", "C", "C", "C", "C", "C", "C", "C", "C", "C", "C", "C", "C", "C", "H", "H", "H", "H", "H", "H", "H", "H", "H", "H", "H", "H", "H", "H", "H", "H", "H", "H", "H", "H", "H", "H", "H", "H", "H", "H", "H", "H", "H", "S", "C", "C", "N", "C", "S", "C", "N", "C", "C", "C", "C", "C", "C", "C", "C", "N", "C", "C", "C", "C", "H", "H", "H", "H", "H", "H", "H", "H", "H", "H", "H", "H", "H", "H", "H", "H", "H", "H"],
  "xyz": [[-0.3883, 0.7598, 0.9526], [-2.2020, 1.4427, -0.6482], [-1.9528, 0.1599, -1.2044], [-0.6576, 0.2142, -1.8189], [-0.1446, 1.5152, -1.5557], [-1.1057, 2.2960, -0.8734], [-1.0755, 3.8163, -0.7672], [0.2691, 4.3375, -0.2398], [-2.1995, 4.3312, 0.1337], [-1.2895, 4.3796, -2.1824], [0.0538, -0.7443, -2.7908], [0.4851, -2.0909, -2.1914], [-0.8428, -1.0019, -4.0160], [1.3376, -0.0984, -3.3306], [-3.0974, -0.8659, -1.1998], [-3.9496, -0.6890, -2.4708], [-4.0385, -0.6056, 0.0007], [-2.6469, -2.3289, -1.1022], [-3.1338, 1.7491, -0.1939], [0.7842, 1.9139, -1.9392], [0.4992, 3.9043, 0.7311], [0.2411, 5.4298, -0.1316], [1.0855, 4.0845, -0.9280], [-2.1255, 3.9016, 1.1367], [-3.1828, 4.0720, -0.2773], [-2.1415, 5.4238, 0.2115], [-0.4953, 4.0439, -2.8578], [-1.2933, 5.4788, -2.1651], [-2.2471, 4.0328, -2.5873], [-0.3204, -2.5896, -1.6594], [1.3034, -1.9449, -1.4912], [0.8363, -2.7565, -2.9920], [-1.6576, -1.6911, -3.7907], [-0.2533, -1.4416, -4.8300], [-1.2784, -0.0628, -4.3708], [2.0322, 0.1283, -2.5174], [1.1259, 0.8196, -3.8908], [1.8310, -0.8062, -4.0049], [-4.2583, 0.3570, -2.5644], [-4.8527, -1.3155, -2.4174], [-3.3972, -0.9608, -3.3739], [-4.6884, 0.2572, -0.1795], [-3.4883, -0.4078, 0.9221], [-4.6833, -1.4754, 0.1626], [-2.1230, -2.6627, -1.9974], [-3.5219, -2.9775, -0.9747], [-1.9882, -2.4698, -0.2403], [-2.2174, 1.5552, 2.6775], [-1.2602, 1.9609, 4.0713], [-1.9849, 2.1439, 5.3068], [-2.5856, 2.3071, 6.2774], [0.0908, 2.1485, 4.0611], [1.1234, 2.0098, 2.6705], [0.7501, 2.5074, 5.2961], [1.2748, 2.7959, 6.2813], [5.0433, -3.4712, 0.6778], [4.1917, -2.2274, 0.5774], [4.7284, -1.0552, 0.0594], [3.9145, 0.0819, -0.0259], [4.4611, 1.3868, -0.5577], [2.6044, 0.0191, 0.3905], [1.9991, -1.1519, 0.9477], [2.8694, -2.2782, 1.0084], [0.6954, -1.1340, 1.3235], [0.1882, -2.2600, 2.1227], [-1.2700, -1.9703, 2.4736], [0.2430, -3.6256, 1.3659], [0.9373, -2.3560, 3.4647], [6.0332, -3.3070, 0.2455], [4.5777, -4.3104, 0.1526], [5.1760, -3.7732, 1.7216], [5.7651, -1.0166, -0.2636], [5.5192, 1.2964, -0.8106], [4.3481, 2.1784, 0.1877], [3.9230, 1.7075, -1.4558], [2.0076, 0.9086, 0.2974], [2.5020, -3.2277, 1.3750], [-1.8165, -1.6795, 1.5800], [-1.3454, -1.1510, 3.1882], [-1.7589, -2.8531, 2.8980], [0.5605, -3.4753, 0.3325], [-0.7393, -4.1073, 1.3505], [0.9440, -4.3275, 1.8329], [0.9444, -1.3672, 3.9344], [1.9736, -2.6828, 3.3471], [0.4254, -3.0608, 4.1320]],
  "gap_ev": [5.78, 5.79],
  "multiplicity": 6,
  "e_homo_ha": [-0.0495, -0.0502],
  "total_charge": -2,
  "relative_energy_ev": 0.040
}